1.
A cluster of 2 separate species, C2H3F2O3S in total in a non-equilibrium geometry. Source: OMol25; level of theory: the ωB97M-V functional and the def2-TZVPD basis.

Geometry as XYZ:
```
11
Properties=species:S:1:pos:R:3:forces:R:3
C -1.331432 -0.270382 -0.563667 0.817 0.314 -1.311
C -1.705456 -0.763417 0.581580 -1.166 -0.021 1.226
O 1.935074 0.734980 -1.482336 0.535 0.580 -3.596
O 1.408464 -0.828098 0.264359 0.398 1.812 0.000
O 0.980840 1.632012 0.550385 0.088 -0.769 -0.240
F 3.269074 0.794567 0.556541 -1.401 -0.325 -0.672
F -3.008630 -0.468860 1.156376 2.396 -0.521 -0.923
S 1.697540 0.568534 -0.122779 0.970 -1.256 4.764
H -1.869177 0.458254 -1.135341 -0.744 0.112 -0.029
H -0.342385 -0.497713 -1.020047 -1.044 -0.145 0.864
H -1.033916 -1.359876 1.214934 -0.849 0.217 -0.084
```
Positions in Å, forces in eV/Å.

For the LUMO energy, the calculation gives 4.050 eV. The largest force on an atom comes out at 5.0 eV/A. As for the charge: -1. The calculation puts the energy relative to the best compared isomer or geometry (same formula, charge and spin) at 8.6 kJ/mol.



2.
A cluster of 12 separate species, C9H40F2N19O9 in total in a non-equilibrium geometry. Source: OMol25; level of theory: the ωB97M-V functional and the def2-TZVPD basis.

Geometry as XYZ:
```
79
Properties=species:S:1:pos:R:3:forces:R:3
N 0.027922 0.021951 0.047097 0.249 0.582 -0.685
H 0.637845 -0.730735 0.332685 1.200 -1.171 -0.185
H 0.589390 0.856865 -0.041014 0.701 0.607 0.068
H -0.582281 0.203078 0.831285 -1.231 -0.187 0.768
H -0.371046 -0.155416 -0.863654 -0.553 -0.607 -0.024
F 2.144528 -1.670176 0.190383 -0.112 0.220 -0.353
F -1.131689 -0.032383 2.389727 -0.310 0.264 -0.372
C 0.569162 -4.568314 -0.627636 -3.096 -4.254 0.446
O -0.301314 -5.336346 -1.003724 -0.832 -0.186 -0.829
N 0.720208 -4.096147 0.574417 -1.073 1.213 3.086
N 1.703970 -4.246812 -1.181383 4.044 2.072 -4.580
H 0.145213 -4.259582 1.388517 0.366 0.509 -0.753
H 1.493050 -3.460794 0.436087 -0.288 0.676 3.512
H 1.794435 -3.302352 -0.835099 1.857 0.768 -1.183
H 1.951602 -4.274048 -2.160175 -0.797 -0.558 -0.075
C -2.313437 -2.464838 -0.691754 0.342 -0.791 -2.857
O -1.810850 -1.754224 -1.597939 -0.579 0.039 1.555
N -2.251176 -2.401040 0.598897 1.205 2.848 5.269
N -3.008473 -3.574544 -0.929862 -1.227 -1.140 -2.556
H -1.925361 -1.604358 1.127320 0.497 0.285 -0.246
H -2.741362 -3.033065 1.215628 -0.006 0.025 -0.601
H -2.969747 -3.865266 -1.896343 -0.138 -0.629 0.380
H -3.145717 -4.216659 -0.162432 0.060 -0.273 -0.914
C -0.798360 4.649426 -1.737058 0.120 0.182 -1.599
O -1.361624 5.297202 -2.612211 -0.623 0.096 0.513
N 0.467569 4.257720 -1.871285 1.939 -0.082 -1.092
N -1.288839 4.129147 -0.614978 -1.965 -0.806 1.147
H 0.967630 4.711753 -2.622205 0.273 -0.354 0.315
H 0.872693 3.596099 -1.224570 0.564 0.203 -0.066
H -0.669533 3.518458 -0.101521 -0.187 -0.009 0.484
H -2.286273 4.070582 -0.467381 -0.177 0.139 0.175
C 0.838720 -0.257309 -3.359691 -1.089 2.775 -1.686
O 0.474581 0.764955 -2.768043 -0.753 0.555 1.110
N 1.855387 -0.957941 -3.079274 3.964 -3.026 2.870
N 0.424256 -0.532422 -4.590859 -2.403 0.028 -2.129
H 1.966019 -1.859112 -3.521709 0.290 0.257 0.224
H 2.336293 -0.802958 -2.204742 -0.117 -0.347 0.285
H 0.555140 -1.452815 -4.985622 -0.200 0.319 -0.068
H -0.358744 0.025726 -4.899839 -0.023 -0.516 -0.180
C 0.518395 -2.738807 4.121829 2.382 -2.935 2.092
O 1.428985 -3.278450 4.732098 0.783 0.253 0.660
N 0.079154 -1.527654 4.314066 -0.883 2.789 0.093
N -0.175770 -3.493698 3.275078 -1.839 -0.222 -1.833
H -0.342950 -1.098181 3.503222 -0.521 0.863 0.153
H 0.432576 -0.959862 5.070912 0.191 -0.326 -0.390
H -1.031560 -3.070640 2.945324 -0.030 -0.767 -0.115
H 0.005515 -4.487273 3.268752 -0.157 0.351 0.185
C 4.573223 -0.055507 2.094672 0.175 -0.215 0.590
O 5.429706 0.247731 2.874480 1.641 1.265 2.495
N 3.336969 -0.404062 2.358144 -1.866 -0.051 1.851
N 4.809987 -0.066702 0.815632 1.126 0.204 -3.710
H 3.051420 -0.231979 3.311535 -0.210 -0.918 -0.353
H 2.870317 -0.944662 1.643936 -1.017 -0.268 0.159
H 5.755952 0.204909 0.588753 -0.329 -0.514 -0.544
H 4.137314 -0.540283 0.229690 0.443 0.134 -0.510
C 1.496926 2.551474 1.696058 -0.104 -0.586 0.127
O 1.162610 2.458333 0.542008 -1.924 -0.523 -3.774
N 2.165866 3.560973 2.088627 3.050 4.178 1.021
N 1.266957 1.730436 2.659528 -1.852 -3.270 2.716
H 2.634495 4.054293 1.342230 0.317 0.296 0.631
H 2.492073 3.506576 3.042949 0.463 0.850 -0.444
H 1.830427 1.725568 3.497728 -0.296 0.056 -0.301
H 0.474467 1.104649 2.638173 -0.111 -0.517 -0.103
C -3.638606 2.020931 0.953257 -2.512 0.451 -2.833
O -4.348643 2.779041 0.328493 -1.150 1.242 -1.474
N -2.721418 2.399727 1.730932 4.822 2.240 4.700
N -3.636022 0.721191 0.800625 -0.476 -4.551 -0.756
H -2.229859 1.685319 2.248707 0.509 0.021 0.163
H -2.580637 3.356517 2.022207 -0.504 -0.211 -0.125
H -3.150054 0.126371 1.456473 0.195 0.169 -0.100
H -4.054428 0.234457 0.020797 -0.370 0.500 0.338
C -2.365689 2.213121 -3.881390 -2.404 0.607 -3.436
O -3.332025 2.298986 -4.591147 -1.890 -0.391 0.478
N -2.300203 1.677437 -2.667255 -1.178 -0.519 2.631
N -1.195969 2.520705 -4.326267 5.397 1.598 0.259
H -1.444805 1.512834 -2.156074 0.473 -0.426 0.002
H -3.213210 1.451373 -2.299285 -0.144 -0.267 0.642
H -0.937697 3.036851 -5.155122 -0.899 -0.046 -0.201
H -0.473572 2.524651 -3.620415 0.805 -0.272 -0.158
```
Positions in Å, forces in eV/Å.

For the LUMO energy (spin up / spin down), the calculation gives -0.223 / -6.330 eV. Its spin multiplicity is 2. The largest force on an atom comes out at 7.1 eV/A. As for the charge: 0. As for the expectation value of S²: 0.764.



3.
The ion C5H14N2O with charge +1 in a non-equilibrium geometry. Source: OMol25; level of theory: the ωB97M-V functional and the def2-TZVPD basis.

Geometry as XYZ:
```
22
Properties=species:S:1:pos:R:3:forces:R:3
C 0.800916 0.357557 1.005665 0.606 -0.222 1.320
N 1.005591 1.451490 0.116131 1.011 -0.036 -0.764
C 2.149244 1.175817 -0.825634 -1.316 0.598 0.832
C -0.530025 -0.418915 0.889612 -0.488 -2.927 -1.205
C -0.463025 -1.852482 1.526889 0.358 1.444 0.297
N -0.862670 -0.726329 -0.536809 -0.735 1.726 1.527
C -1.274846 0.340166 -1.394086 -1.004 1.527 -1.577
O -2.721111 0.325556 -1.333117 1.457 0.083 0.644
H 0.840301 0.670260 2.062870 -0.233 0.066 -0.292
H 1.625537 -0.384257 0.964117 -0.431 0.192 -0.372
H 1.133699 2.338949 0.582913 -0.032 -0.141 0.113
H 1.789052 0.421558 -1.524858 0.364 -0.063 -0.176
H 2.994807 0.820389 -0.245423 0.308 -0.168 -0.230
H 2.408404 2.097620 -1.343395 -0.020 -0.158 -0.107
H -1.355915 0.085404 1.411285 -0.013 0.516 -0.786
H -1.429121 -2.178390 1.905840 -0.053 0.116 -0.010
H -0.126245 -2.569307 0.774453 0.430 -0.007 0.458
H 0.217109 -1.708391 2.374529 -0.025 -0.822 -0.158
H -1.394309 -1.581051 -0.722911 0.549 -0.174 0.170
H -1.022843 0.268245 -2.441938 0.497 -1.085 -0.351
H -0.832893 1.312076 -1.183564 -0.426 -0.280 1.080
H -2.951658 -0.245973 -2.062576 -0.804 -0.186 -0.413
```
Positions in Å, forces in eV/Å.

For the LUMO energy (spin up / spin down), the calculation gives -2.956 / -7.872 eV. Its spin multiplicity is 2. The largest force on an atom comes out at 3.2 eV/A. As for the charge: +1. The calculation puts the energy relative to the best compared isomer or geometry (same formula, charge and spin) at 191.5 kJ/mol. As for the expectation value of S²: 0.756.



4.
An isolated molecule of C3H4N2O in a non-equilibrium geometry. Source: OMol25; level of theory: the ωB97M-V functional and the def2-TZVPD basis.

Geometry as XYZ:
```
10
Properties=species:S:1:pos:R:3:forces:R:3
C -0.460004 -0.627834 0.566890 -0.468 0.254 -2.172
N 0.786990 0.016562 0.774617 2.050 1.860 -2.790
C -0.902620 0.017399 -0.817116 -2.694 -1.645 1.844
C 1.327304 0.682825 -0.413234 0.395 -1.666 4.642
O -1.398662 -0.634196 -1.693236 0.730 0.440 -0.168
N 2.126549 1.166718 -1.088876 -0.403 0.232 -0.699
H 1.092861 0.368361 1.668911 0.022 0.173 -0.320
H -1.208275 -0.393622 1.328313 0.047 -0.046 -0.107
H -0.351003 -1.704673 0.398059 -0.158 0.100 0.287
H -1.013141 1.108459 -0.724328 0.479 0.297 -0.517
```
Positions in Å, forces in eV/Å.

For the LUMO energy, the calculation gives -0.269 eV. The largest force on an atom comes out at 4.9 eV/A. As for the charge: 0. The calculation puts the energy relative to the best compared isomer or geometry (same formula, charge and spin) at 262.6 kJ/mol.



5.
A cluster of 2 separate species, C6H12ClF2N2O2 in total in a non-equilibrium geometry. Source: OMol25; level of theory: the ωB97M-V functional and the def2-TZVPD basis.

Geometry as XYZ:
```
25
Properties=species:S:1:pos:R:3:forces:R:3
C -0.075323 2.830489 0.107770 0.415 0.769 1.360
C 0.922130 -0.952692 0.233896 -0.437 0.793 1.096
C 0.222950 0.305271 0.822003 1.200 -1.249 -2.705
C 2.385187 -0.777441 -0.239087 -1.017 0.212 0.195
C -3.424638 -1.099905 -0.001115 -0.581 2.381 1.203
C -0.047742 1.279964 -0.211619 -1.468 2.533 1.061
N 2.878864 -2.088275 -0.536714 0.185 -2.304 -0.082
N -0.650136 1.008754 -1.289680 0.590 0.512 -0.656
O 0.146975 3.200279 1.406879 0.265 -0.738 -1.052
O -0.411538 3.654653 -0.676344 -0.224 -0.900 -0.698
F -2.631752 -1.328421 -0.994322 1.902 -1.444 -1.861
F -3.499466 0.276666 -0.005299 -0.105 -0.040 0.760
Cl -2.734455 -1.641793 1.533140 -0.352 -0.051 -0.433
H 0.210451 -1.393272 -0.483690 0.717 -0.260 0.002
H 1.030177 -1.615961 1.079692 -0.471 -0.531 0.126
H -0.706255 0.084899 1.266750 -1.365 -0.439 0.590
H 0.802980 0.762006 1.521600 1.730 1.018 2.227
H 2.406879 -0.066387 -1.072261 0.416 -0.346 -0.196
H 3.013365 -0.337350 0.580921 -0.652 -0.274 -0.576
H -4.409524 -1.427586 -0.221855 -0.838 -0.897 0.324
H -0.962033 1.752760 -1.906722 -0.011 0.138 -0.116
H 2.607950 -2.558122 -1.463386 0.315 1.158 2.216
H 2.698699 -2.722142 0.320371 0.495 1.104 -2.352
H -0.712967 0.058482 -1.561434 -0.497 -1.039 -0.546
H 0.939223 2.795125 1.790498 -0.210 -0.105 0.111
```
Positions in Å, forces in eV/Å.

For the LUMO energy, the calculation gives -5.559 eV. The largest force on an atom comes out at 3.2 eV/A. As for the charge: +1. The calculation puts the energy relative to the best compared isomer or geometry (same formula, charge and spin) at 246.4 kJ/mol.



6.
An isolated molecule of C4H4Br2ClNO2S2 in a non-equilibrium geometry. Source: OMol25; level of theory: the ωB97M-V functional and the def2-TZVPD basis.

Geometry as XYZ:
```
16
Properties=species:S:1:pos:R:3:forces:R:3
C 1.747824 -0.422804 -0.757235 -2.621 1.095 2.560
C 2.837153 -0.298240 -0.018895 -0.371 0.253 -0.177
C 0.935842 0.860649 1.298260 0.568 0.775 0.262
C 0.389107 -0.056546 0.255484 3.511 -1.690 -2.184
N -0.768708 0.280874 -0.382187 -0.724 0.294 -0.264
O -0.103071 -1.407501 2.620634 -0.240 0.098 -0.057
O 1.412194 -2.601248 1.082554 -0.237 0.029 -0.170
S 2.624102 0.282037 1.631997 -0.056 0.274 -0.024
S 0.318701 -1.703832 1.282630 0.075 -0.637 0.572
Cl -1.296537 -2.582720 0.356830 -0.248 -0.269 -0.141
Br 4.577618 -0.688008 -0.557398 0.096 -0.052 -0.036
Br 0.908937 2.714124 0.654751 -0.013 -0.143 0.106
H 1.606787 -0.745785 -1.763367 0.056 -0.150 -0.392
H 0.363408 0.839999 2.224551 0.098 0.034 -0.083
H -1.108306 -0.392235 -1.056100 0.084 0.105 0.089
H -1.509860 0.615947 0.220873 0.021 -0.015 -0.062
```
Positions in Å, forces in eV/Å.

For the LUMO energy, the calculation gives -0.154 eV. The largest force on an atom comes out at 4.5 eV/A. As for the charge: 0. The calculation puts the energy relative to the best compared isomer or geometry (same formula, charge and spin) at 0.0 kJ/mol.



So what do the calculations give for E_tot? Going down the list: -24536.6924 -62159.6602 -10430.1976 -8201.1635 -31441.3160 -184074.2290 eV.